The following is a DFT calculation (ωB97M-V/def2-TZVPD) of C18H26N2O2 in the gas phase.

Each line ends with the natural charge from an NBO analysis.
Cartesian coordinates (Å):
1 C 4.600 0.947 6.716  -0.600
2 C 3.238 0.266 6.756  -0.387
3 C 2.706 -0.024 5.354  -0.394
4 C 1.336 -0.699 5.392  -0.387
5 C 0.832 -1.129 4.016  -0.386
6 C 0.525 0.048 3.095  -0.504
7 C -0.116 -0.419 1.796  0.695
8 O -0.368 -1.575 1.550  -0.599
9 N -0.367 0.626 0.947  -0.602
10 C -0.947 0.612 -0.323  0.166
11 C -1.439 -0.546 -0.919  -0.263
12 C -1.992 -0.489 -2.184  -0.121
13 C -2.069 0.714 -2.877  -0.181
14 C -1.605 1.874 -2.265  -0.146
15 C -1.041 1.824 -1.008  -0.254
16 H -0.674 2.730 -0.545  0.206
17 H -1.694 2.814 -2.788  0.229
18 C -2.714 0.827 -4.219  0.670
19 O -3.559 1.675 -4.456  -0.624
20 N -2.327 -0.064 -5.157  -0.431
21 C -1.169 -0.934 -5.125  -0.211
22 C -0.699 -0.949 -6.579  -0.406
23 H -0.112 -0.054 -6.790  0.203
24 C -2.020 -0.907 -7.344  -0.413
25 H -2.466 -1.902 -7.369  0.202
26 C -2.876 0.037 -6.502  -0.214
27 H -2.804 1.076 -6.841  0.207
28 H -3.934 -0.237 -6.496  0.209
29 H -1.904 -0.553 -8.366  0.219
30 H -0.099 -1.827 -6.812  0.217
31 H -1.460 -1.946 -4.816  0.182
32 H -0.415 -0.560 -4.431  0.221
33 H -2.391 -1.390 -2.624  0.209
34 H -1.387 -1.480 -0.387  0.255
35 H -0.097 1.545 1.270  0.396
36 H 1.439 0.594 2.852  0.220
37 H -0.163 0.739 3.591  0.219
38 H 1.572 -1.771 3.536  0.207
39 H -0.079 -1.718 4.133  0.220
40 H 0.611 -0.021 5.851  0.191
41 H 1.402 -1.585 6.027  0.204
42 H 2.644 0.916 4.802  0.188
43 H 3.412 -0.672 4.829  0.194
44 H 2.528 0.905 7.286  0.193
45 H 3.317 -0.671 7.312  0.194
46 H 5.326 0.317 6.206  0.201
47 H 4.962 1.140 7.723  0.208
48 H 4.539 1.895 6.186  0.199

As for the gap between HOMO and LUMO: 9.2 eV. The HOMO energy comes out at -8.52 eV. As for the LUMO energy: 0.640 eV. The calculation puts the energy above the lowest of the compared OMol25 structures with the same formula, charge and spin at 12.5 kcal/mol. The largest force on an atom comes out at 0.5 eV Å⁻¹.

=====

The following is a DFT calculation (ωB97M-V/def2-TZVPD) of C18H26N2ORuSSi2 as an isolated structure.

Each line ends with the natural charge from an NBO analysis.
Cartesian coordinates (Å):
1 Ru 0.917 0.619 0.335  0.474
2 C 0.607 -2.907 2.036  -1.137
3 Si -0.717 -1.621 1.974  1.656
4 C -2.414 -2.341 2.095  -1.109
5 C -0.409 -0.278 3.226  -1.132
6 C -0.727 -0.684 0.251  -0.626
7 C -1.668 0.498 0.226  0.156
8 C -3.044 0.568 0.179  -0.251
9 C -3.620 1.836 0.179  -0.087
10 C -2.823 2.974 0.223  -0.235
11 C -1.451 2.823 0.268  0.101
12 N -0.912 1.602 0.263  -0.493
13 Si -0.630 -1.585 -1.462  1.654
14 C -2.294 -2.315 -1.774  -1.117
15 C 0.724 -2.843 -1.504  -1.134
16 C -0.232 -0.167 -2.612  -1.115
17 H 0.669 -3.289 3.060  0.281
18 H 1.598 -2.533 1.783  0.238
19 H 0.391 -3.760 1.390  0.262
20 H -2.464 -2.879 3.048  0.285
21 H -2.623 -3.060 1.302  0.258
22 H -3.197 -1.582 2.105  0.256
23 H -0.283 -0.700 4.226  0.289
24 H -1.232 0.441 3.268  0.261
25 H 0.510 0.283 3.026  0.228
26 H -3.647 -0.328 0.151  0.253
27 H -4.697 1.934 0.147  0.256
28 H -3.257 3.963 0.226  0.263
29 H -0.771 3.662 0.314  0.236
30 H -2.557 -3.079 -1.041  0.260
31 H -2.257 -2.802 -2.754  0.282
32 H -3.088 -1.567 -1.806  0.255
33 H 0.494 -3.733 -0.915  0.265
34 H 1.688 -2.461 -1.169  0.236
35 H 0.854 -3.169 -2.540  0.277
36 H -1.094 0.485 -2.775  0.267
37 H 0.106 -0.536 -3.584  0.283
38 H 0.574 0.470 -2.228  0.204
39 S 1.846 2.150 1.798  0.198
40 C 2.680 2.511 0.310  0.038
41 C 3.819 3.281 0.139  -0.224
42 C 4.346 3.369 -1.137  -0.086
43 C 3.745 2.677 -2.190  -0.224
44 C 2.630 1.910 -1.948  0.050
45 N 2.099 1.858 -0.712  -0.402
46 H 4.266 3.785 0.985  0.268
47 H 5.236 3.959 -1.314  0.262
48 H 4.138 2.731 -3.196  0.265
49 H 2.127 1.367 -2.734  0.234
50 O 3.507 -1.047 0.446  -0.344
51 C 2.535 -0.490 0.415  0.670

The charge is +2. As for the gap between HOMO and LUMO (spin up / spin down): 5.6 / 5.8 eV. The HOMO energy (spin up / spin down) comes out at -15.10 / -15.08 eV. As for the LUMO energy (spin up / spin down): -9.529 / -9.253 eV. The largest force on an atom comes out at 0.9 eV Å⁻¹.

=====

The following is a DFT calculation (ωB97M-V/def2-TZVPD) of an isolated ion of composition C18H26N3O5 and charge +1 at a distorted geometry.

Each line ends with the natural charge from an NBO analysis.
Cartesian coordinates (Å):
1 C 2.546 -4.343 0.986  -0.176
2 C 1.397 -3.985 0.975  -0.082
3 C 0.000 -3.302 0.843  -0.529
4 C 0.112 -1.734 1.071  0.266
5 C 0.374 -0.944 -0.148  0.062
6 C 0.543 -1.532 -1.580  -0.499
7 C -0.878 -1.983 -2.184  0.108
8 C -1.204 -1.238 -3.555  -0.649
9 O -0.886 -3.400 -2.507  -0.727
10 C 0.505 0.536 0.158  0.254
11 N 0.796 1.533 -0.837  -0.506
12 C 2.187 1.406 -1.366  -0.436
13 C -0.210 1.595 -1.867  0.715
14 C 0.102 1.967 -3.369  -0.732
15 O -1.369 1.389 -1.541  -0.592
16 C 0.300 0.807 1.606  0.478
17 O 0.369 2.164 1.946  -0.502
18 C -1.022 2.528 2.309  -0.106
19 C -1.457 3.935 1.728  0.071
20 C -0.342 4.656 0.876  -0.642
21 O -2.666 3.863 0.938  -0.708
22 N 0.063 -0.012 2.639  -0.187
23 N -0.012 -1.301 2.360  -0.079
24 C -0.231 -2.207 3.533  -0.340
25 C 1.100 -2.936 4.000  0.412
26 O 1.931 -2.453 4.717  -0.436
27 H 3.562 -4.677 0.672  0.274
28 H -0.771 -3.788 1.492  0.259
29 H -0.317 -3.515 -0.224  0.295
30 H 1.202 -2.448 -1.463  0.278
31 H 0.982 -0.820 -2.321  0.248
32 H -1.659 -1.756 -1.392  0.179
33 H -2.023 -1.790 -4.105  0.240
34 H -1.592 -0.201 -3.376  0.233
35 H -0.300 -1.255 -4.231  0.214
36 H -1.777 -3.729 -2.281  0.483
37 H 2.274 0.783 -2.294  0.204
38 H 2.533 2.445 -1.650  0.238
39 H 2.910 1.072 -0.565  0.239
40 H -0.865 2.214 -3.892  0.271
41 H 0.679 1.168 -3.903  0.244
42 H 0.703 2.927 -3.362  0.250
43 H -1.693 1.763 1.821  0.195
44 H -1.164 2.466 3.430  0.214
45 H -1.716 4.627 2.584  0.196
46 H -0.073 3.964 0.027  0.195
47 H 0.591 4.820 1.477  0.230
48 H -0.720 5.607 0.411  0.237
49 H -2.411 3.583 0.035  0.469
50 H -1.087 -2.908 3.337  0.245
51 H -0.565 -1.547 4.388  0.283
52 H 1.247 -4.012 3.655  0.152

The charge is +1. As for the gap between HOMO and LUMO: 7.9 eV. The HOMO energy comes out at -12.75 eV. As for the LUMO energy: -4.844 eV. The calculation puts the energy above the lowest of the compared OMol25 structures with the same formula, charge and spin at 205.2 kcal/mol. The largest force on an atom comes out at 4.6 eV Å⁻¹.

=====

The following is a DFT calculation (ωB97M-V/def2-TZVPD) of C18H26N4OS in the gas phase.

Each line ends with the natural charge from an NBO analysis.
Cartesian coordinates (Å):
1 N -1.604 -1.213 -0.011  -0.763
2 C -0.619 -1.366 0.784  0.447
3 N -0.697 -0.679 2.005  -0.403
4 C 0.340 -0.626 2.865  0.303
5 N 1.490 -1.175 2.694  -0.492
6 C 1.614 -1.913 1.567  0.025
7 C 0.615 -2.122 0.625  -0.199
8 C 1.033 -3.030 -0.393  -0.043
9 C 2.327 -3.428 -0.228  -0.160
10 S 3.076 -2.746 1.185  0.448
11 C 3.105 -4.311 -1.141  -0.446
12 H 4.106 -4.444 -0.729  0.222
13 C 3.210 -3.719 -2.553  -0.386
14 C 1.943 -3.887 -3.390  -0.392
15 C 0.732 -3.100 -2.890  -0.390
16 H 0.981 -2.038 -2.830  0.203
17 H -0.070 -3.211 -3.624  0.207
18 C 0.221 -3.581 -1.527  -0.425
19 H -0.827 -3.314 -1.405  0.213
20 H 0.276 -4.674 -1.497  0.213
21 H 2.163 -3.565 -4.411  0.210
22 H 1.682 -4.948 -3.432  0.191
23 H 3.464 -2.660 -2.478  0.203
24 H 4.029 -4.221 -3.075  0.208
25 H 2.632 -5.297 -1.200  0.215
26 H 0.183 -0.066 3.777  0.189
27 C -1.903 0.070 2.302  -0.226
28 H -2.660 -0.280 1.598  0.261
29 C -1.704 1.578 2.145  -0.431
30 H -2.654 2.065 2.371  0.212
31 H -0.960 1.930 2.863  0.195
32 C -1.261 1.945 0.718  -0.210
33 N -1.219 3.354 0.401  -0.445
34 C -2.507 4.020 0.371  -0.252
35 H -3.199 3.430 -0.232  0.206
36 C -2.314 5.400 -0.263  -0.070
37 O -1.386 6.171 0.463  -0.524
38 C -0.143 5.512 0.534  -0.070
39 C -0.282 4.134 1.186  -0.253
40 H 0.687 3.630 1.191  0.205
41 H -0.621 4.272 2.228  0.165
42 H 0.512 6.157 1.122  0.191
43 H 0.272 5.389 -0.477  0.165
44 H -3.249 5.964 -0.261  0.190
45 H -1.964 5.272 -1.298  0.165
46 H -2.934 4.156 1.379  0.164
47 H -1.934 1.464 0.005  0.216
48 H -0.255 1.549 0.543  0.194
49 H -2.212 -0.160 3.327  0.202
50 H -1.515 -1.685 -0.900  0.351

As for the gap between HOMO and LUMO: 8.4 eV. The HOMO energy comes out at -7.76 eV. As for the LUMO energy: 0.641 eV. The calculation puts the energy above the lowest of the compared OMol25 structures with the same formula, charge and spin at 43.2 kcal/mol. The largest force on an atom comes out at 0.8 eV Å⁻¹.